{"formula": "C36H78N3O28P7", "method": "ωB97M-V/def2-TZVPD", "elements": ["N", "C", "C", "C", "C", "C", "H", "H", "H", "H", "H", "N", "C", "C", "C", "C", "C", "H", "H", "H", "H", "H", "N", "C", "C", "C", "C", "C", "H", "H", "H", "H", "H", "C", "O", "P", "O", "O", "C", "O", "C", "H", "H", "H", "H", "H", "H", "H", "H", "H", "C", "O", "P", "O", "O", "C", "O", "C", "H", "H", "H", "H", "H", "H", "H", "H", "H", "C", "O", "P", "O", "O", "C", "O", "C", "H", "H", "H", "H", "H", "H", "H", "H", "H", "C", "O", "P", "O", "O", "C", "O", "C", "H", "H", "H", "H", "H", "H", "H", "H", "H", "C", "O", "P", "O", "O", "C", "O", "C", "H", "H", "H", "H", "H", "H", "H", "H", "H", "C", "O", "P", "O", "O", "C", "O", "C", "H", "H", "H", "H", "H", "H", "H", "H", "H", "C", "O", "P", "O", "O", "C", "O", "C", "H", "H", "H", "H", "H", "H", "H", "H", "H"], "xyz": [[-25.174, -8.232, -13.140], [-25.073, -9.088, -14.155], [-25.026, -8.776, -15.489], [-24.998, -7.457, -15.874], [-25.231, -6.536, -14.847], [-25.196, -6.957, -13.506], [-25.187, -10.114, -13.879], [-24.951, -9.595, -16.162], [-24.999, -7.219, -16.914], [-25.419, -5.494, -15.070], [-25.304, -6.328, -12.638], [-19.498, -11.078, -7.956], [-20.247, -10.106, -8.435], [-19.687, -8.984, -9.044], [-18.325, -8.853, -9.062], [-17.545, -9.906, -8.617], [-18.201, -10.975, -7.997], [-21.289, -10.281, -8.377], [-20.353, -8.160, -9.298], [-17.872, -7.907, -9.439], [-16.468, -9.778, -8.708], [-17.699, -11.785, -7.462], [-17.045, -6.553, -11.665], [-16.417, -5.646, -12.444], [-16.562, -5.613, -13.840], [-17.464, -6.485, -14.452], [-18.102, -7.385, -13.612], [-17.900, -7.313, -12.276], [-15.712, -4.983, -11.916], [-15.939, -4.854, -14.335], [-17.592, -6.474, -15.546], [-18.812, -8.090, -14.022], [-18.446, -7.913, -11.583], [-17.948, -13.642, -11.914], [-18.415, -13.133, -13.194], [-18.352, -11.589, -13.388], [-19.038, -11.176, -14.602], [-16.786, -11.284, -13.351], [-16.309, -10.323, -14.289], [-18.851, -10.946, -12.074], [-20.325, -10.771, -12.078], [-18.192, -12.991, -11.087], [-16.869, -13.721, -11.824], [-18.443, -14.615, -11.845], [-16.118, -9.409, -13.805], [-16.864, -10.261, -15.216], [-15.378, -10.736, -14.606], [-20.497, -9.685, -12.154], [-20.742, -11.050, -11.138], [-20.860, -11.210, -12.904], [-18.327, -5.139, -5.252], [-19.414, -5.958, -4.884], [-19.735, -7.257, -5.695], [-18.566, -7.884, -6.340], [-20.843, -6.988, -6.719], [-21.927, -6.200, -6.194], [-20.462, -8.096, -4.579], [-19.618, -8.844, -3.737], [-17.793, -4.773, -4.387], [-18.751, -4.254, -5.720], [-17.693, -5.631, -5.996], [-22.479, -6.657, -5.375], [-22.667, -6.108, -6.990], [-21.590, -5.243, -5.849], [-18.808, -9.350, -4.289], [-20.355, -9.556, -3.301], [-19.223, -8.260, -2.910], [-20.290, -7.181, -19.764], [-21.129, -7.739, -18.789], [-21.004, -7.222, -17.285], [-19.599, -7.069, -16.883], [-21.828, -5.906, -17.320], [-21.648, -4.923, -16.279], [-21.952, -8.154, -16.419], [-21.415, -9.499, -16.231], [-20.688, -6.218, -20.067], [-20.381, -7.843, -20.640], [-19.264, -7.050, -19.425], [-22.616, -4.805, -15.768], [-21.398, -3.919, -16.666], [-20.848, -5.287, -15.621], [-21.643, -9.861, -15.234], [-20.321, -9.430, -16.302], [-21.935, -10.154, -16.914], [-26.871, -7.110, -9.813], [-27.752, -8.040, -9.237], [-27.151, -8.795, -7.951], [-25.853, -9.406, -8.291], [-27.137, -7.680, -6.870], [-26.034, -7.497, -5.946], [-28.219, -9.857, -7.522], [-29.469, -9.542, -6.982], [-25.861, -7.462, -9.750], [-26.899, -6.180, -9.260], [-27.255, -6.870, -10.772], [-25.226, -8.210, -6.162], [-26.408, -7.654, -4.942], [-25.747, -6.476, -6.081], [-29.383, -8.901, -6.092], [-29.909, -10.492, -6.693], [-30.029, -9.001, -7.752], [-24.527, -3.738, -9.440], [-25.730, -3.756, -8.638], [-25.346, -3.623, -7.136], [-24.302, -4.527, -6.623], [-25.021, -2.161, -6.785], [-25.932, -1.200, -7.380], [-26.754, -3.846, -6.486], [-26.870, -3.682, -5.133], [-24.827, -3.911, -10.485], [-23.918, -4.620, -9.177], [-24.001, -2.788, -9.244], [-26.938, -1.302, -6.933], [-26.072, -1.415, -8.431], [-25.583, -0.181, -7.252], [-26.099, -4.158, -4.501], [-27.789, -4.104, -4.786], [-26.894, -2.580, -4.983], [-21.608, -7.295, -13.516], [-21.164, -6.730, -12.237], [-22.154, -5.895, -11.352], [-23.288, -5.374, -12.127], [-22.520, -6.748, -10.089], [-22.882, -8.167, -10.132], [-21.245, -4.756, -10.736], [-20.110, -5.065, -9.995], [-22.561, -6.892, -13.789], [-21.864, -8.347, -13.341], [-20.738, -7.171, -14.136], [-22.027, -8.813, -10.339], [-23.669, -8.273, -10.828], [-23.248, -8.431, -9.151], [-19.754, -4.170, -9.479], [-19.344, -5.454, -10.659], [-20.288, -5.832, -9.230], [-22.583, -12.840, -9.263], [-22.800, -11.972, -10.384], [-23.681, -12.266, -11.673], [-23.319, -11.340, -12.761], [-23.496, -13.826, -11.946], [-22.419, -14.251, -12.837], [-25.145, -12.353, -11.153], [-25.723, -11.096, -10.777], [-21.524, -13.122, -9.305], [-23.242, -13.707, -9.381], [-22.871, -12.313, -8.399], [-21.429, -13.914, -12.566], [-22.655, -13.896, -13.829], [-22.425, -15.344, -12.764], [-26.796, -11.218, -10.748], [-25.436, -10.232, -11.403], [-25.404, -10.956, -9.763]], "forces_ev_per_a": [[0.61, -0.09, -0.65], [-0.90, -0.77, 0.66], [0.80, -0.06, 0.22], [-1.20, 0.27, 1.17], [0.66, 0.21, 0.06], [-1.01, 0.01, -0.10], [0.35, -0.60, 0.12], [0.04, -0.37, -0.68], [0.15, 0.48, -0.45], [0.26, 0.08, 0.05], [0.03, 0.77, -0.45], [-1.38, -0.69, 0.75], [1.12, 0.41, -1.02], [-1.41, 0.26, 0.89], [0.72, 0.72, -0.85], [0.12, 0.26, 0.31], [1.67, 0.09, -0.22], [-1.06, 0.16, 0.02], [0.31, -0.11, -0.19], [-0.23, -0.95, 0.28], [-0.13, -0.46, 0.34], [0.37, 0.25, -0.44], [1.33, 2.51, 0.07], [0.34, -0.79, 0.08], [0.40, 0.84, 0.94], [0.91, 0.21, -0.29], [-0.81, 0.22, -2.06], [-0.58, -1.22, 1.16], [-0.37, -0.28, -0.44], [-0.59, -0.50, -0.23], [-0.16, -0.16, 0.70], [0.03, -0.12, 0.01], [-0.55, -0.86, 0.01], [-0.34, -0.62, -0.24], [0.36, -0.91, 1.13], [1.40, 0.29, -1.23], [-0.39, 0.28, -0.69], [-1.10, -0.11, 0.00], [0.89, -1.20, -0.64], [-1.82, 0.46, 0.88], [0.51, 1.82, 0.13], [-0.70, 0.19, 0.11], [0.24, -0.26, -0.72], [0.35, 0.19, 0.35], [-0.12, 1.29, 0.44], [-0.76, 0.25, 0.27], [1.04, -0.10, -0.16], [0.16, -0.29, -0.05], [0.07, -0.63, 0.64], [0.27, -0.50, -0.23], [0.00, 0.96, -1.06], [-0.03, 0.38, 0.74], [2.36, -1.91, -0.21], [-0.40, 0.41, 0.63], [-1.41, 0.82, -0.25], [-1.59, -0.09, -0.83], [-0.17, 0.41, -0.64], [-0.76, -1.60, 1.02], [0.19, -0.44, 0.32], [0.02, 0.23, -0.20], [0.12, -0.03, 0.42], [0.41, -0.49, 0.18], [0.39, 0.28, 0.01], [0.21, 0.55, -0.12], [-0.46, 0.19, 0.21], [1.03, 0.01, -0.10], [0.16, 0.33, -0.08], [-0.01, 0.05, -1.26], [-0.73, -0.59, 1.42], [0.20, -0.34, -0.67], [-0.05, -0.17, 0.50], [-0.48, 1.46, -0.13], [-0.30, 0.16, 0.35], [0.70, -0.27, -0.38], [0.20, 0.34, 0.56], [-0.01, 0.34, -0.01], [0.42, 0.22, 0.37], [0.01, -0.25, 0.01], [0.46, -0.30, 0.10], [0.13, -0.73, -0.29], [-0.33, 0.45, 0.09], [-0.15, 0.32, 0.24], [-0.36, -0.58, -0.29], [0.36, -0.20, -0.50], [0.02, 1.15, 0.72], [-0.92, -1.27, 1.35], [0.92, -0.41, -1.98], [-0.25, 0.14, 0.83], [0.00, 0.37, 0.82], [-0.29, -0.55, -0.26], [1.06, -0.23, -0.37], [-0.74, 0.65, 0.30], [0.60, -0.33, -0.66], [-0.08, 0.35, 0.40], [0.11, -0.17, -1.16], [-0.20, 0.35, -0.03], [-0.08, -0.07, 0.17], [0.60, 0.48, 0.06], [0.07, -0.16, -0.22], [-0.31, 0.14, -0.14], [-0.38, -0.27, 0.29], [0.31, -0.76, -0.82], [-0.03, 0.09, -0.36], [0.46, -2.72, 1.43], [-0.30, 0.37, -0.31], [0.21, 2.64, -0.51], [-0.88, -0.04, 0.32], [-0.57, -1.22, -1.88], [0.04, 1.43, 2.16], [0.14, 0.58, 0.39], [-0.01, 0.59, 0.08], [0.00, -0.46, -0.50], [0.51, 0.10, 0.04], [0.22, 0.06, -0.29], [0.35, -0.16, 0.22], [0.16, 0.30, -0.63], [-0.79, -0.17, -0.07], [0.07, -0.63, 0.70], [0.12, -0.86, 1.60], [0.02, -0.61, -0.22], [-0.21, 0.68, -0.62], [0.07, 0.26, 0.45], [0.24, -0.90, 0.66], [0.61, 0.68, 0.58], [-1.49, 0.24, -0.45], [1.32, -0.62, 0.95], [-0.09, 0.94, -0.68], [0.53, -0.08, -0.08], [-0.28, 0.03, -0.69], [-0.04, 0.30, -0.34], [-0.83, -0.43, -0.98], [-0.14, 0.15, 0.31], [-0.10, -0.01, -0.26], [0.33, 0.10, -0.04], [-0.23, 0.15, -0.08], [-0.20, -0.95, -1.78], [0.26, 0.83, -0.39], [1.05, -0.85, 0.16], [-0.29, -0.35, 0.45], [0.91, 0.17, -0.48], [-0.89, -0.50, 0.38], [-0.56, 0.12, -0.95], [-0.13, 0.34, 0.65], [-0.33, 0.01, 0.46], [0.32, -0.09, 0.21], [0.00, 0.62, 1.18], [0.16, 0.44, 0.42], [0.05, -0.11, -0.32], [-0.06, 0.28, -0.27], [-0.23, -0.05, -0.28], [-0.03, -0.53, 0.04], [0.05, 0.62, 0.43]], "lowdin_charge": [0.08, -0.16, -0.08, -0.07, -0.05, -0.18, 0.08, 0.10, 0.10, 0.10, 0.08, 0.05, -0.15, -0.09, -0.10, -0.05, -0.17, 0.09, 0.08, 0.11, 0.11, 0.10, 0.06, -0.13, -0.07, -0.05, -0.09, -0.21, 0.10, 0.10, 0.10, 0.10, 0.08, -0.07, -0.19, 0.28, -0.22, -0.19, -0.09, -0.20, -0.04, 0.07, 0.09, 0.09, 0.07, 0.09, 0.08, 0.08, 0.05, 0.06, -0.09, -0.20, 0.30, -0.21, -0.18, -0.08, -0.21, -0.11, 0.09, 0.09, 0.09, 0.09, 0.07, 0.08, 0.09, 0.10, 0.08, -0.11, -0.20, 0.33, -0.23, -0.20, -0.06, -0.22, -0.06, 0.08, 0.10, 0.09, 0.09, 0.10, 0.07, 0.07, 0.08, 0.09, -0.10, -0.20, 0.35, -0.24, -0.20, -0.03, -0.19, -0.10, 0.07, 0.08, 0.08, 0.09, 0.09, 0.05, 0.09, 0.09, 0.10, -0.07, -0.21, 0.27, -0.21, -0.18, -0.06, -0.20, -0.14, 0.09, 0.08, 0.10, 0.09, 0.08, 0.09, 0.10, 0.08, 0.10, -0.04, -0.20, 0.34, -0.23, -0.22, -0.03, -0.19, -0.10, 0.06, 0.08, 0.06, 0.06, 0.06, 0.09, 0.10, 0.07, 0.07, -0.06, -0.25, 0.35, -0.23, -0.22, -0.05, -0.19, -0.08, 0.09, 0.09, 0.07, 0.07, 0.09, 0.09, 0.09, 0.07, 0.05], "orbital_gap_ev": 9.522, "lumo_ev": 0.577, "largest_force_ev_per_a": 3.109, "homo_ev": -8.94}